Computed, not measured: 2 unconnected molecules or ions with the total composition C4H9N2O at a distorted geometry, with wB97M-V/def2-TZVPD.

Its spin multiplicity is 1. As for the charge: +1. The value obtained for the LUMO energy (spin up / spin down) is -0.1646 / -0.1627 Ha. The calculation puts the electronic energy at -9310.445 eV. The value obtained for the orbital gap (spin up / spin down) is 7.10 / 8.33 eV.

CARTESIAN COORDINATES (ANGSTROEM)
C: 1.353 -2.088 0.028
C: 1.301 0.847 0.418
C: -2.156 -0.544 -0.119
C: -1.031 0.133 0.435
N: 2.255 1.553 -0.264
N: 0.097 0.563 -0.112
O: 2.047 -1.140 0.092
H: 1.703 -3.145 -0.003
H: 1.234 0.855 1.480
H: -2.021 -0.953 -1.202
H: -2.191 -1.383 0.497
H: -3.169 -0.171 -0.118
H: -1.131 0.259 1.577
H: 3.230 1.255 0.036
H: 2.024 1.502 -1.247
H: 0.027 0.467 -1.236

Population analysis type natural (NBO), resulting atomic charges in e: 0.339 0.333 -0.699 0.122 -0.742 -0.494 -0.490 0.181 0.216 0.232 0.263 0.276 0.216 0.433 0.391 0.424